Entry from the Open Molecules 2025 dataset: a cluster of 11 separate species, C60H150ClN10O24 in total (the ωB97M-V functional and the def2-TZVPD basis).

Results
HOMO level, eV: -6.0
Gap between HOMO and LUMO, eV: 7.94
Total charge: -1

Geometry as XYZ:
```
245
Properties=species:S:1:pos:R:3:forces:R:3
Cl 0.582877 -1.139894 1.088211 2.02 1.89 0.34
O 1.872277 -0.471794 1.310131 0.73 -1.83 -0.29
O 0.294827 -2.075974 2.119121 -0.17 -0.70 1.12
O -0.265453 -0.008114 1.135031 -2.93 0.64 -0.37
O 0.500457 -1.843924 -0.160029 0.28 0.15 -0.67
C -4.220643 -4.682144 0.488741 -0.58 -0.09 -0.73
O -5.568133 -4.954904 0.765581 -0.64 -0.24 0.39
C -6.038623 -6.259084 0.474841 -1.88 0.65 -0.73
C -7.624093 -6.086974 0.537911 1.47 -1.52 2.60
N -8.409613 -6.778744 -0.427909 0.56 1.63 -2.15
C -8.414463 -6.005604 -1.710979 -0.61 -2.81 -0.62
C -9.394073 -6.782204 -2.646169 -0.95 1.44 1.02
O -10.707723 -6.507344 -2.045019 1.18 -0.61 -1.10
C -11.755693 -6.641164 -2.958579 -1.46 1.08 0.66
H -3.618703 -5.283364 1.170141 0.64 0.24 -0.38
H -4.045253 -3.607044 0.527401 -0.03 -0.04 0.83
H -4.113913 -4.853854 -0.582339 0.85 -0.74 -0.12
H -5.767523 -7.063184 1.158971 0.43 0.37 0.62
H -5.737933 -6.667204 -0.490099 0.22 0.51 -0.53
H -7.820063 -5.048604 0.805291 -0.20 0.34 -0.74
H -7.825203 -6.627424 1.462881 -0.36 0.16 0.38
H -9.372263 -6.895904 -0.145629 -0.01 0.13 0.24
H -7.420803 -6.016714 -2.158879 0.17 -0.13 0.16
H -8.720473 -4.960144 -1.672659 -0.30 0.05 0.36
H -9.352273 -7.869414 -2.712039 0.84 -0.01 0.26
H -9.351053 -6.375774 -3.656649 -0.15 0.16 -0.15
H -12.611893 -6.310894 -2.370419 -0.33 -0.01 -0.14
H -12.058563 -7.608684 -3.358929 0.78 -0.56 0.15
H -11.698753 -5.935674 -3.787519 0.38 0.06 -0.24
C 2.561747 1.384856 -5.389199 -0.32 1.03 0.08
O 3.018817 2.479396 -4.596109 2.57 -0.87 -1.01
C 2.470227 2.519166 -3.333629 -1.34 0.04 1.78
C 3.366717 3.218036 -2.225289 -2.06 -1.85 -2.34
N 3.387137 4.581836 -2.607059 -0.08 -0.08 0.38
C 4.547317 5.290996 -2.209749 -1.00 2.88 -0.86
C 4.321577 6.728256 -2.787109 3.73 -0.36 -0.25
O 4.924137 6.834976 -4.112599 -1.91 -0.68 -1.84
C 4.047957 6.467166 -5.258919 0.84 0.64 1.53
H 3.131437 1.281866 -6.312749 0.16 0.50 0.09
H 1.548477 1.711786 -5.622659 -0.47 -0.94 -0.38
H 2.630077 0.415216 -4.895999 -0.26 0.09 0.39
H 2.102097 1.558936 -2.972319 0.56 -0.56 -0.01
H 1.529337 3.039006 -3.514159 -0.37 0.74 0.86
H 4.309287 2.671026 -2.246309 0.49 0.17 0.12
H 2.871177 3.060146 -1.267369 0.07 0.01 0.16
H 3.321587 4.679376 -3.610199 -0.17 -0.34 0.05
H 5.461157 4.960196 -2.703269 0.38 -0.29 0.33
H 4.655017 5.439006 -1.135229 0.01 -0.52 0.08
H 5.151847 7.270476 -2.334619 -0.70 0.71 0.94
H 3.350647 7.206076 -2.656399 -0.07 -0.28 -0.16
H 4.575547 6.633866 -6.198049 0.26 0.16 0.27
H 3.188627 7.136366 -5.216279 -0.28 -0.22 -0.16
H 3.769607 5.413556 -5.235789 -0.14 0.01 0.02
C -3.986033 -1.052694 4.331271 -1.03 0.72 -0.77
O -4.417773 0.319426 4.426021 0.14 -0.79 2.28
C -3.753123 1.219306 3.591721 -1.57 -0.69 -1.80
C -4.237143 0.984116 2.137181 1.87 2.64 -1.16
N -5.424413 1.666466 1.582751 -1.28 -1.60 2.22
C -6.650873 0.928746 1.959111 -0.11 0.11 -1.57
C -7.919523 1.644586 1.423951 1.47 -1.04 2.18
O -9.013563 0.764126 1.748711 0.33 2.45 -1.03
C -10.244063 1.457646 1.520111 -0.74 -1.99 0.78
H -4.493693 -1.391854 3.428301 0.57 -0.75 -0.17
H -4.371443 -1.671264 5.141781 -0.14 0.54 0.29
H -2.904713 -1.186744 4.301741 0.06 0.27 -0.32
H -2.685463 1.004166 3.548061 0.26 0.31 0.30
H -4.016853 2.237456 3.877921 0.29 -0.05 0.32
H -4.015303 -0.062534 1.928831 -0.65 -0.15 -0.59
H -3.514073 1.600856 1.603411 0.92 -0.62 -0.28
H -5.373743 1.889136 0.598901 0.26 -0.48 0.01
H -6.630203 0.761666 3.036031 -0.38 0.66 0.12
H -6.717123 -0.092234 1.583181 0.43 -0.37 -0.49
H -7.876873 1.925306 0.371591 -0.01 -0.37 -0.22
H -7.836913 2.557936 2.013071 -1.13 0.47 0.04
H -10.580953 2.013526 2.395091 0.38 0.49 0.02
H -10.929703 0.611576 1.473621 -0.50 0.19 -0.28
H -10.359893 2.035626 0.603261 0.58 0.07 -0.06
C -0.474623 4.589116 -0.466059 0.48 0.18 -0.77
O -1.126743 5.371316 -1.459589 -0.76 -1.71 -0.04
C -0.549883 6.572316 -1.876429 -0.15 -0.21 0.63
C -1.635873 7.245786 -2.650469 -0.42 1.30 -0.42
N -1.228733 8.597126 -3.137169 1.55 -0.42 -0.50
C 0.026827 8.583846 -3.973049 -0.53 -1.34 0.65
C 0.335497 9.950366 -4.531409 -0.03 -0.86 -0.46
O 1.134497 9.874956 -5.736989 -0.13 0.13 1.02
C 1.688117 11.189806 -6.008279 -1.18 -1.65 1.10
H -0.964643 3.627866 -0.311149 -0.86 0.45 0.13
H -0.384633 5.177556 0.447041 0.14 -0.22 0.23
H 0.486627 4.215996 -0.819449 0.62 0.59 0.00
H 0.313877 6.408946 -2.520899 0.48 -0.05 0.49
H -0.410643 7.157476 -0.967429 1.00 0.42 -0.10
H -2.432953 7.345636 -1.913729 -0.33 0.25 -0.35
H -1.963563 6.550356 -3.423189 -0.08 0.06 -0.36
H -1.910323 9.106456 -3.681329 -0.55 -0.47 0.16
H 0.033107 7.834246 -4.764349 -0.55 -0.05 -0.53
H 0.824047 8.197646 -3.337919 0.22 0.52 0.16
H 0.812667 10.449936 -3.688299 0.27 0.77 -0.40
H -0.624933 10.405276 -4.773769 -0.06 0.52 -0.01
H 2.052407 11.460416 -5.017239 0.74 0.85 -0.44
H 0.821327 11.803696 -6.253019 0.36 0.56 -0.40
H 2.435747 11.080036 -6.793849 -0.14 0.27 0.19
C 0.772447 -7.037034 -4.815529 -0.23 -0.50 -0.27
O 1.164957 -6.591134 -3.500289 -0.24 -0.98 -2.09
C 0.722147 -5.286824 -3.275709 -0.16 0.86 0.56
C 0.919227 -4.891644 -1.814109 -1.45 -1.41 0.06
N 0.235547 -5.915584 -0.942469 2.05 0.76 -1.80
C 0.144347 -5.474164 0.404251 -1.81 -2.10 1.30
C -0.756053 -6.550764 1.149061 0.81 0.80 -1.09
O -0.205083 -7.889744 1.022071 -1.55 0.03 1.53
C -1.179453 -8.820404 1.569511 0.12 0.38 0.00
H -0.273343 -6.847294 -5.057229 -0.35 0.19 0.56
H 0.910097 -8.100184 -5.012649 0.08 -0.31 1.15
H 1.274507 -6.679854 -5.714669 0.80 1.18 0.41
H -0.334043 -5.152164 -3.509019 -0.55 -0.47 -0.01
H 1.183817 -4.575144 -3.960159 0.58 0.18 -0.01
H 0.330717 -3.991904 -1.634669 0.77 0.76 -0.23
H 1.981317 -4.814454 -1.581489 -0.11 0.16 0.30
H -0.618223 -6.188844 -1.407779 -0.30 0.05 0.47
H -0.358373 -4.521884 0.573211 -0.05 0.43 -0.08
H 1.130167 -5.413644 0.865341 0.10 -0.07 -0.04
H -1.753713 -6.529424 0.710531 -0.13 -0.19 -0.76
H -1.015273 -6.165564 2.135231 0.76 -0.57 0.82
H -2.068153 -8.912974 0.945211 -0.04 0.24 -0.40
H -1.548703 -8.532834 2.553921 0.12 0.49 0.10
H -0.832803 -9.840094 1.737321 0.82 0.18 -0.49
C -5.781983 2.364546 -9.784959 0.75 -0.75 -0.86
O -4.685963 1.473036 -9.340349 -1.05 2.67 0.04
C -3.837913 2.213686 -8.422219 0.48 -0.20 -0.40
C -2.508903 1.463836 -8.323559 1.20 -0.73 1.90
N -1.793643 1.588536 -6.949629 -1.34 0.19 -0.98
C -2.583273 1.181926 -5.754719 -0.03 1.25 -1.89
C -1.645093 1.000336 -4.646189 0.66 -2.01 2.14
O -2.398483 0.300496 -3.630569 0.98 0.32 0.19
C -1.601813 0.008646 -2.442899 -1.87 1.10 -0.55
H -5.486003 3.285176 -10.287889 1.04 0.46 0.72
H -6.513543 2.628336 -9.021189 0.13 -0.38 0.22
H -6.253253 1.954936 -10.678389 -0.34 -1.05 0.54
H -4.333133 2.438946 -7.477699 -0.12 -0.83 0.35
H -3.614333 3.228996 -8.749739 -0.11 0.08 -0.77
H -1.790883 1.760646 -9.088059 -0.07 0.68 0.12
H -2.618513 0.411446 -8.585409 -0.72 -0.29 0.32
H -1.008733 0.954166 -6.909679 0.24 0.00 -0.71
H -3.195403 0.301776 -5.951539 -0.06 -0.15 0.25
H -3.196163 2.022536 -5.429409 -0.52 -0.12 -0.31
H -1.134683 1.910316 -4.330709 -0.65 0.59 0.44
H -0.774513 0.366576 -4.815149 0.16 -0.48 -0.89
H -2.344893 -0.325144 -1.718669 0.26 -0.36 0.04
H -1.306893 0.997486 -2.091709 0.91 -0.27 0.29
H -0.826233 -0.743204 -2.588869 0.15 0.27 -0.08
C -2.261263 -8.447414 6.951481 0.27 -0.46 -0.45
O -1.100023 -7.820434 6.507081 0.40 1.18 -1.42
C -0.919283 -7.741434 5.056081 0.38 -1.67 1.22
C 0.213457 -6.801644 4.820961 -2.16 1.48 -0.28
N -0.319143 -5.445144 5.020951 0.29 -0.91 -0.27
C 0.784797 -4.542314 5.168061 -1.26 1.22 0.07
C 0.175767 -3.152814 5.349211 1.03 -0.73 2.18
O -0.637953 -3.199874 6.565591 0.77 -1.81 -1.26
C -1.255783 -2.007904 6.833611 -0.08 0.62 -0.84
H -2.350743 -8.215684 8.012791 -0.16 -0.25 -0.07
H -2.127583 -9.510644 6.752041 -0.36 -0.44 0.44
H -3.153363 -8.140574 6.405481 -0.17 0.32 0.02
H -1.842013 -7.550504 4.508161 -0.16 0.67 0.29
H -0.583493 -8.706504 4.676651 -0.07 -0.58 0.22
H 0.433927 -6.802244 3.753491 0.97 -0.62 0.17
H 0.975527 -7.014024 5.570791 0.62 -0.31 -0.49
H -0.802663 -5.445624 5.907701 -0.26 0.12 0.15
H 1.405417 -4.506004 4.272731 0.11 -0.20 -0.01
H 1.345257 -4.837774 6.055021 0.64 0.29 0.09
H -0.335603 -2.836344 4.440111 -0.13 0.29 0.24
H 1.008427 -2.548224 5.708731 0.12 0.86 -0.93
H -0.550693 -1.188934 6.691341 0.35 0.43 0.79
H -1.677493 -2.102064 7.834301 -0.18 0.52 -0.20
H -1.955483 -1.797524 6.024751 -0.84 0.02 0.42
C 4.761077 -4.007094 -3.012209 0.04 -0.91 -0.13
O 4.995037 -3.567084 -1.722099 -0.13 -0.04 0.06
C 4.686497 -2.226674 -1.666309 -0.23 1.59 1.40
C 4.186837 -1.856334 -0.270479 1.53 0.13 -0.98
N 5.355197 -1.972814 0.606961 0.13 -0.39 1.99
C 5.112247 -1.625074 2.021051 -1.39 -1.29 0.14
C 4.284817 -2.734354 2.758061 0.50 0.74 -2.68
O 5.016557 -3.980474 2.656421 -0.87 0.80 0.98
C 4.703177 -4.861644 3.717961 1.67 0.50 0.25
H 3.703857 -3.995314 -3.277239 -0.47 -0.37 0.25
H 5.159847 -5.020394 -2.964239 -0.06 -0.02 -1.01
H 5.175467 -3.329264 -3.758489 0.82 -0.26 -0.22
H 3.967407 -1.937944 -2.432889 -0.32 -0.02 -0.03
H 5.574647 -1.610114 -1.804669 0.43 0.09 -0.50
H 3.399537 -2.578004 -0.052659 0.01 0.29 0.59
H 3.824307 -0.829294 -0.313709 -0.55 0.03 0.17
H 6.184177 -1.439094 0.387771 -0.30 0.08 -1.06
H 4.510107 -0.716954 2.050101 -0.24 0.26 0.33
H 6.006857 -1.456124 2.620411 0.38 -0.01 -0.51
H 3.370627 -2.846984 2.175251 -0.29 -0.15 0.03
H 3.940187 -2.280594 3.687271 0.58 -0.84 0.88
H 3.648547 -5.118364 3.817761 0.04 -0.08 -0.04
H 5.142287 -4.421874 4.613441 -0.79 0.37 0.71
H 5.385477 -5.709504 3.657231 -0.56 -0.54 -0.71
C 0.569667 2.067846 5.570531 -1.84 1.70 0.93
O 0.966027 3.045446 4.595921 -0.25 -1.96 -0.31
C 1.825897 2.476536 3.605491 -0.17 0.58 -0.97
C 1.847767 3.440416 2.355311 0.64 -0.01 1.68
N 2.865757 4.489026 2.648731 0.02 -0.53 -1.25
C 3.584517 4.882436 1.440831 -0.70 0.19 -1.37
C 4.883207 5.546576 1.767771 1.56 0.31 1.10
O 5.331867 6.611366 0.972491 -0.39 1.66 -1.19
C 6.498517 7.326536 1.422431 -0.38 -0.91 -1.17
H 1.206127 1.970186 6.450011 0.52 0.27 -0.18
H 0.157177 1.076346 5.383771 0.83 -0.32 -1.55
H -0.368483 2.532056 5.874651 -0.01 0.13 0.90
H 1.540347 1.471806 3.293921 -0.50 -0.07 0.04
H 2.775547 2.392786 4.133941 0.58 0.13 -0.79
H 0.859247 3.850846 2.149211 -0.32 0.15 0.64
H 2.035767 2.975196 1.387671 0.67 -0.57 0.37
H 2.438077 5.311956 3.048691 -0.13 0.00 0.12
H 2.993937 5.449756 0.721481 -0.35 0.93 0.14
H 3.769057 4.035646 0.779771 0.22 -0.67 0.57
H 5.661607 4.787096 1.694351 0.14 -0.13 0.77
H 4.801027 5.976106 2.766201 0.10 -0.52 0.54
H 6.652467 8.178026 0.759581 -0.50 0.11 -0.02
H 7.356327 6.692546 1.198111 0.28 -0.08 0.72
H 6.466527 7.696356 2.447281 -0.17 -0.36 0.18
C 6.137947 2.807526 7.153831 -1.62 1.75 0.76
O 6.738897 1.727226 6.659181 1.45 -4.37 -1.76
C 5.792377 0.756806 6.110301 0.18 -1.77 0.76
C 5.252507 1.043506 4.725401 0.93 2.12 0.53
N 6.372027 1.249246 3.741381 -1.39 -0.81 0.70
C 5.816247 1.935696 2.581261 0.71 1.34 -0.01
C 6.807537 2.284156 1.452751 0.23 0.15 0.72
O 7.666557 3.450326 1.900141 -1.45 -2.07 -0.58
C 8.276147 4.150936 0.844421 -0.86 -0.37 -0.62
H 5.360847 2.509386 7.857631 -0.73 0.14 -0.06
H 5.746777 3.327286 6.279231 -0.48 1.10 0.57
H 6.786607 3.409376 7.790311 0.50 0.12 -0.57
H 5.023737 0.579186 6.862461 -0.76 0.86 -0.07
H 6.127377 -0.280434 6.107341 1.64 0.23 0.01
H 4.811977 2.008766 4.974991 -0.65 0.62 -0.94
H 4.423057 0.433906 4.366931 0.42 -0.48 0.10
H 6.955867 1.896946 4.251001 0.58 0.10 -0.23
H 5.466057 2.922046 2.885511 -0.28 0.37 0.18
H 4.890887 1.463926 2.250751 0.37 -0.51 -0.41
H 6.202927 2.418466 0.555801 -0.10 1.28 -0.14
H 7.404957 1.439606 1.109361 0.69 -0.06 0.65
H 8.673007 3.491156 0.072861 0.91 -0.30 0.33
H 8.979247 4.866406 1.270851 0.12 -0.25 -0.20
H 7.529157 4.663906 0.238631 -0.37 0.64 0.19
```
Positions in Å, forces in eV/Å.

Here are the Mulliken charges for atoms 1 to 6, given in e: number 1, Cl, carries 0.1263; number 2, O, carries -0.3850; number 3, O, carries -0.2613; number 4, O, carries -0.3641; number 5, O, carries -0.2401; number 6, C, carries -0.6547